{"formula": "C24H30AuN4O2S", "method": "ωB97M-V/def2-TZVPD", "symbols": ["Au", "S", "O", "O", "N", "N", "N", "N", "C", "C", "C", "C", "C", "C", "C", "C", "C", "C", "C", "C", "C", "C", "C", "C", "C", "C", "C", "C", "C", "C", "C", "C", "H", "H", "H", "H", "H", "H", "H", "H", "H", "H", "H", "H", "H", "H", "H", "H", "H", "H", "H", "H", "H", "H", "H", "H", "H", "H", "H", "H", "H", "H"], "xyz": [[15.894086, 6.339427, 9.598979], [9.562437, 6.183770, 7.757207], [17.958063, 6.296025, 9.620461], [15.007316, 6.608189, 12.463582], [7.218055, 6.804892, 11.617771], [16.177595, 9.011593, 9.303005], [17.975519, 5.903950, 7.403243], [13.854471, 6.307584, 9.192373], [8.388515, 7.721833, 9.738643], [19.466098, 6.792919, 5.630775], [7.693259, 7.837374, 10.931175], [15.764207, 11.113058, 10.332448], [18.631369, 5.614251, 6.132185], [7.438713, 5.591913, 11.145475], [15.805223, 9.518552, 8.140977], [16.188280, 9.787166, 10.393877], [13.144531, 7.431555, 9.124240], [20.785912, 6.966265, 6.359666], [16.671186, 9.147308, 11.664502], [20.108673, 6.140229, 8.669632], [8.165171, 5.341340, 9.973813], [15.638003, 8.981720, 12.772028], [13.250121, 5.159259, 8.879325], [8.641992, 6.448982, 9.275623], [11.820906, 7.451452, 8.732542], [15.378375, 10.808523, 7.985052], [11.218060, 6.261257, 8.361845], [15.341058, 11.627172, 9.112448], [20.690896, 7.282132, 7.840947], [14.528157, 7.952166, 12.510262], [11.952813, 5.086619, 8.449748], [18.592915, 6.113384, 8.547006], [15.887463, 8.832475, 7.301270], [19.252869, 4.737486, 6.250459], [13.727090, 8.101660, 13.246449], [8.690652, 8.609926, 9.169779], [19.660335, 6.673249, 4.566259], [16.950403, 5.909026, 7.460695], [7.038886, 4.758391, 11.712480], [17.129986, 8.194159, 11.447271], [8.338614, 4.358211, 9.607542], [11.497801, 4.138175, 8.197708], [21.381135, 6.050430, 6.245097], [15.800761, 11.685066, 11.237397], [15.302577, 6.333721, 13.342607], [20.514022, 5.183925, 8.328320], [11.286319, 8.374040, 8.673694], [13.667857, 8.340059, 9.381402], [15.008085, 12.650864, 9.021900], [20.333094, 6.222008, 9.721305], [17.827060, 5.377849, 5.412770], [20.111617, 8.207780, 8.004835], [7.438605, 8.816192, 11.338773], [21.675144, 7.493489, 8.240166], [14.092539, 8.115696, 11.522902], [15.085141, 11.230696, 7.038171], [13.891054, 4.289404, 8.940464], [16.131721, 8.747946, 13.709018], [21.305880, 7.791265, 5.873001], [15.169492, 9.944896, 13.006142], [17.458603, 9.790506, 12.028090], [18.859260, 7.701821, 5.747149]], "forces_ev_per_a": [[-0.5, 0.0, -0.3], [-0.5, 0.0, -0.2], [0.0, 0.0, 0.0], [-0.1, 0.1, 0.2], [0.0, 0.1, 0.2], [0.3, -0.1, 0.6], [-0.4, -0.1, -0.2], [0.3, 0.0, 0.3], [0.1, 0.6, -0.1], [-0.5, 0.1, 0.2], [-0.4, 0.5, 0.1], [0.0, -0.3, -0.4], [-0.4, 0.4, -0.5], [0.4, -0.6, -0.5], [0.2, -0.4, -0.5], [-0.4, -0.4, -0.4], [-0.2, 0.4, 0.1], [0.2, 0.1, -0.1], [-0.1, 0.3, 0.1], [-0.8, -0.1, -0.7], [-0.2, 1.2, 0.4], [-0.7, 0.2, 0.1], [0.8, -0.6, -0.1], [0.3, -0.6, -0.2], [0.3, -0.3, -0.1], [-0.2, 1.0, 0.3], [-0.1, -0.2, 0.3], [0.2, -0.3, 0.3], [-0.2, 0.3, 0.3], [0.4, 0.3, -0.1], [-0.3, 0.0, 0.0], [0.5, -0.2, 1.2], [-0.2, 0.1, -0.1], [0.1, -0.4, -0.1], [0.1, -0.3, 0.0], [-0.1, -0.4, 0.3], [0.0, -0.1, -0.1], [0.5, 0.0, -0.1], [0.0, 0.1, 0.0], [0.1, -0.3, -0.2], [0.1, -0.6, -0.1], [0.1, 0.0, 0.0], [0.1, 0.2, -0.1], [-0.1, 0.4, 0.2], [-0.1, 0.1, -0.2], [0.0, 0.0, -0.1], [-0.2, 0.4, 0.0], [0.0, 0.1, 0.0], [0.0, 0.1, 0.1], [0.0, 0.2, 0.3], [0.4, 0.1, 0.4], [0.1, -0.3, 0.0], [0.2, -0.1, -0.1], [0.3, 0.0, -0.1], [0.0, 0.1, 0.1], [0.0, -0.2, -0.2], [-0.2, -0.1, 0.1], [0.3, -0.4, 0.2], [0.2, -0.1, 0.0], [-0.1, 0.0, -0.3], [0.4, 0.2, 0.3], [0.1, -0.1, -0.1]], "homo_ev": -11.48, "total_energy_ha": -1835.7388, "e_lumo_ev": -2.7428, "charge": 1, "relative_energy_kcal_mol": 0.00}


{"formula": "H3O", "method": "ωB97M-V/def2-TZVPD", "symbols": ["O", "H", "H", "H"], "xyz": [[-0.185743, 0.020745, 0.038377], [-0.212327, -0.342386, -0.869287], [0.167133, -0.585074, 0.731285], [0.230937, 0.906715, 0.099625]], "forces_ev_per_a": [[0.1, 0.2, 0.5], [0.1, -0.1, 0.0], [-0.1, 0.0, -0.4], [-0.1, 0.0, -0.2]], "homo_ev": -23.15, "total_energy_ha": -76.7033, "e_lumo_ev": -5.7218, "charge": 1, "relative_energy_kcal_mol": 0.00}


{"formula": "C6H5NO", "method": "ωB97M-V/def2-TZVPD", "symbols": ["O", "N", "C", "C", "C", "C", "C", "C", "H", "H", "H", "H", "H"], "xyz": [[-0.547767, -2.223452, 0.746688], [-0.842532, -1.287961, -0.232186], [-0.282627, 0.618480, -1.469753], [0.113097, -0.502445, -0.567358], [1.306129, -0.290107, 0.305944], [0.836067, 0.653580, 1.128036], [-0.667667, 1.550670, -0.593297], [-0.526741, 0.887037, 0.687840], [-1.396698, -2.658249, 0.921737], [1.265163, 1.084716, 2.013838], [-0.346020, 0.549513, -2.535310], [-1.090929, 2.526102, -0.738807], [2.180525, -0.907885, 0.332629]], "forces_ev_per_a": [[0.4, 0.5, -0.3], [-1.1, -1.0, 0.0], [-0.2, 0.2, 0.3], [1.1, -0.7, -0.3], [-0.1, 0.1, 0.2], [0.4, -0.5, -0.2], [0.1, -0.4, -0.5], [-0.7, 1.2, 1.2], [0.2, 0.3, -0.2], [0.1, 0.2, 0.2], [-0.1, 0.0, -0.3], [-0.1, 0.3, 0.0], [0.2, -0.2, 0.1]], "homo_ev": -8.19, "total_energy_ha": -361.3541, "e_lumo_ev": -0.1830, "relative_energy_kcal_mol": 144.40}